1.
A molecular structure, C16H41BaN3O7 in a non-equilibrium geometry. Source: the Open Molecules 2025 dataset; level of theory: ωB97M-V/def2-TZVPD.

Atoms and positions in Å:
Ba  -0.053  -0.677  -0.562
O  0.761  -1.761  2.010
C  1.634  -2.709  1.605
C  2.906  -3.045  2.414
O  3.692  -2.012  2.806
H  1.993  -2.335  0.614
H  1.139  -3.726  1.472
H  3.505  -3.779  1.803
H  2.532  -3.582  3.330
O  -2.383  -0.572  -1.854
C  -3.422  -1.335  -1.351
C  -3.558  -1.492  0.193
O  -2.455  -1.434  0.998
H  -3.416  -2.339  -1.845
H  -4.378  -0.892  -1.727
H  -4.055  -2.494  0.343
H  -4.399  -0.803  0.509
C  3.219  -2.525  -2.356
C  1.937  -2.179  -3.103
C  0.802  -3.165  -2.905
O  0.234  -3.115  -1.606
C  -0.860  -4.015  -1.530
N  1.599  -0.753  -2.788
H  4.018  -1.818  -2.592
H  3.560  -3.530  -2.608
H  3.042  -2.499  -1.276
H  2.131  -2.178  -4.190
H  1.198  -4.167  -3.126
H  -0.040  -2.993  -3.595
H  -0.529  -4.998  -1.893
H  -1.696  -3.650  -2.133
H  -1.168  -4.131  -0.494
H  2.449  -0.224  -2.948
H  0.902  -0.440  -3.460
C  -0.781  3.160  2.551
C  -1.791  2.068  2.318
C  -3.227  2.497  2.481
O  -3.421  2.996  3.816
C  -4.776  3.258  4.079
N  -1.541  1.346  1.077
H  -0.883  3.929  1.767
H  0.224  2.748  2.487
H  -0.942  3.639  3.516
H  -1.614  1.316  3.099
H  -3.919  1.668  2.301
H  -3.501  3.338  1.816
H  -4.808  3.771  5.041
H  -5.359  2.333  4.162
H  -5.211  3.905  3.305
H  -2.147  0.496  1.031
H  -1.915  1.900  0.299
C  1.517  4.108  -1.481
C  1.576  2.588  -1.464
C  2.319  2.117  -0.227
O  2.377  0.716  -0.181
C  3.619  0.174  0.234
N  0.249  1.933  -1.546
H  1.107  4.509  -0.551
H  0.875  4.450  -2.298
H  2.513  4.532  -1.630
H  2.187  2.239  -2.306
H  1.765  2.458  0.666
H  3.316  2.561  -0.126
H  3.831  0.376  1.285
H  4.425  0.519  -0.439
H  3.555  -0.906  0.137
H  -0.359  2.441  -0.904
H  -0.104  2.187  -2.468

Properties
LUMO level = 3.541 eV
Total energy = -36748.9453 eV
E_HOMO = 1.12 eV
F_max = 3.5 eV/A
Net charge = -2
Relative energy (zero: lowest compared OMol25 entry of this formula, charge and spin) = 0.0 kcal/mol

---

2.
3 unconnected molecules or ions with the total composition C16H41O4P2S in a non-equilibrium geometry. Source: the Open Molecules 2025 dataset; level of theory: ωB97M-V/def2-TZVPD.

Atoms and positions in Å:
C  4.455  -1.130  -0.632
C  4.431  0.137  -1.564
C  3.039  0.253  -2.287
C  2.921  1.626  -3.028
C  1.502  1.949  -3.597
C  0.661  2.879  -2.640
C  0.516  2.320  -1.191
C  -0.790  1.485  -0.890
P  -1.672  0.765  -2.362
P  -1.329  -1.413  -2.556
O  -2.618  -2.057  -3.425
O  -1.318  -2.128  -1.040
S  0.364  -1.778  -3.424
H  4.659  -2.032  -1.237
H  3.476  -1.191  -0.111
H  5.223  -1.055  0.162
H  5.183  -0.042  -2.356
H  4.704  1.067  -1.033
H  2.191  0.021  -1.614
H  3.054  -0.554  -3.054
H  3.603  1.557  -3.903
H  3.326  2.439  -2.388
H  0.893  1.057  -3.844
H  1.658  2.550  -4.519
H  1.255  3.815  -2.558
H  -0.294  3.173  -3.125
H  1.412  1.749  -0.899
H  0.473  3.199  -0.513
H  -1.524  2.075  -0.311
H  -0.484  0.621  -0.255
H  -1.474  1.434  -3.592
H  -3.072  0.874  -2.079
H  -2.570  -1.594  -4.275
H  -1.302  -3.088  -1.177
C  3.767  -0.030  4.257
C  3.649  0.296  2.779
O  2.610  -0.413  2.120
C  1.297  -0.189  2.596
C  0.847  1.258  2.475
H  3.870  -1.106  4.405
H  4.635  0.471  4.687
H  2.886  0.295  4.814
H  4.574  0.009  2.278
H  3.533  1.374  2.623
H  1.196  -0.544  3.626
H  0.643  -0.817  1.986
H  1.431  1.921  3.115
H  -0.201  1.355  2.767
H  0.963  1.608  1.447
C  -4.495  -2.623  0.218
C  -3.885  -1.614  1.174
O  -4.703  -0.479  1.398
C  -5.979  -0.728  1.973
C  -5.912  -1.374  3.346
H  -4.771  -2.139  -0.722
H  -3.787  -3.426  0.010
H  -5.400  -3.067  0.633
H  -2.956  -1.236  0.741
H  -3.617  -2.086  2.125
H  -6.594  -1.324  1.291
H  -6.465  0.244  2.061
H  -5.486  -2.378  3.300
H  -6.911  -1.456  3.774
H  -5.287  -0.783  4.018

Properties
LUMO level = -4.043 eV
Total energy = -54852.7513 eV
E_HOMO = -11.96 eV
F_max = 4.1 eV/A
Net charge = +1

---

3.
A molecular structure, C16H42BClInNO3P in a non-equilibrium geometry. Source: the Open Molecules 2025 dataset; level of theory: ωB97M-V/def2-TZVPD.

Atoms and positions in Å:
C  5.065  0.169  5.343
O  4.580  0.467  4.030
B  4.797  -0.644  3.196
O  6.020  -0.634  2.540
In  3.366  -2.446  2.938
C  1.204  -1.879  3.008
C  0.532  -1.961  4.362
C  -0.793  -1.209  4.373
Cl  0.131  -3.679  4.748
P  4.019  -4.357  4.501
N  4.229  -3.734  6.151
O  5.625  -4.679  4.037
H  6.078  -0.222  5.309
H  5.037  1.079  5.927
H  4.432  -0.591  5.807
H  5.898  -0.965  1.637
H  3.684  -3.057  1.269
H  0.672  -2.544  2.336
H  1.047  -0.874  2.632
H  1.150  -1.582  5.167
H  -1.443  -1.703  3.660
H  -1.241  -1.161  5.359
H  -0.637  -0.203  4.002
H  5.198  -3.473  6.319
H  3.691  -2.877  6.231
H  5.839  -4.095  3.292
C  1.243  -0.718  -4.005
C  0.622  0.410  -3.186
C  1.213  0.541  -1.783
C  1.017  -0.676  -0.879
C  -0.433  -1.097  -0.655
C  -1.274  -0.028  0.036
H  1.062  -1.692  -3.549
H  0.820  -0.743  -5.011
H  2.323  -0.582  -4.098
H  -0.462  0.270  -3.131
H  0.780  1.354  -3.716
H  0.785  1.426  -1.302
H  2.286  0.737  -1.868
H  1.473  -0.464  0.093
H  1.572  -1.526  -1.285
H  -0.435  -1.998  -0.037
H  -0.902  -1.377  -1.605
H  -0.839  0.242  1.000
H  -2.287  -0.393  0.215
H  -1.353  0.878  -0.570
C  -4.367  3.875  -5.731
C  -3.951  4.041  -4.272
C  -3.122  2.874  -3.739
C  -3.835  1.522  -3.734
C  -5.142  1.481  -2.945
C  -4.963  1.772  -1.458
H  -5.013  3.006  -5.869
H  -4.918  4.750  -6.077
H  -3.493  3.753  -6.374
H  -4.839  4.190  -3.652
H  -3.358  4.955  -4.179
H  -2.787  3.114  -2.725
H  -2.211  2.781  -4.339
H  -3.149  0.773  -3.325
H  -4.035  1.212  -4.765
H  -5.578  0.485  -3.058
H  -5.866  2.180  -3.373
H  -4.266  1.063  -1.008
H  -5.916  1.684  -0.934
H  -4.584  2.780  -1.285

Properties
LUMO level = 2.290 eV
Total energy = -52569.8231 eV
E_HOMO = -3.14 eV
F_max = 1.3 eV/A
Net charge = -1

---

4.
8 unconnected molecules or ions with the total composition C16H42FN2O11S2 in a non-equilibrium geometry. Source: the Open Molecules 2025 dataset; level of theory: ωB97M-V/def2-TZVPD.

Atoms and positions in Å:
O  0.267  0.219  2.655
C  -0.565  0.055  1.760
O  -0.450  -0.452  0.642
N  -1.948  0.502  2.131
N  -2.049  1.832  2.680
C  -1.693  2.774  1.983
S  -1.234  3.973  1.135
S  -3.109  0.289  0.957
O  -4.332  0.734  1.530
O  -2.782  0.793  -0.332
F  -3.240  -1.242  0.813
C  3.847  1.494  2.251
C  2.653  2.417  2.417
O  1.715  2.221  1.383
H  4.335  1.660  1.290
H  4.581  1.641  3.048
H  3.515  0.455  2.273
H  2.962  3.464  2.381
H  2.169  2.232  3.385
H  1.417  1.298  1.430
C  3.109  -3.776  3.150
C  4.048  -2.690  2.654
O  4.009  -2.590  1.232
H  3.382  -4.739  2.712
H  3.145  -3.861  4.238
H  2.081  -3.561  2.853
H  5.074  -2.912  2.936
H  3.776  -1.723  3.088
H  3.105  -2.375  0.977
C  -0.719  6.825  5.431
C  -0.667  6.012  4.149
O  -1.949  5.908  3.538
H  -1.418  6.375  6.136
H  0.265  6.882  5.899
H  -1.065  7.842  5.230
H  -0.340  4.994  4.353
H  0.038  6.460  3.440
H  -2.255  6.795  3.332
C  -3.737  -1.512  -3.929
C  -4.787  -0.416  -4.001
O  -5.320  -0.124  -2.718
H  -4.165  -2.420  -3.502
H  -3.342  -1.742  -4.921
H  -2.909  -1.213  -3.284
H  -5.622  -0.727  -4.631
H  -4.355  0.497  -4.429
H  -4.586  0.161  -2.160
C  8.864  -3.375  4.568
C  8.129  -2.534  3.539
O  7.023  -1.846  4.111
H  8.185  -4.099  5.020
H  9.699  -3.911  4.115
H  9.254  -2.746  5.373
H  7.725  -3.164  2.748
H  8.811  -1.808  3.083
H  7.356  -1.270  4.804
C  -5.153  -5.610  -4.270
C  -3.979  -5.153  -5.118
O  -2.757  -5.231  -4.393
H  -5.225  -5.003  -3.368
H  -6.092  -5.533  -4.821
H  -5.021  -6.649  -3.956
H  -4.105  -4.113  -5.411
H  -3.900  -5.760  -6.028
H  -2.624  -6.146  -4.133
C  -3.167  3.048  -6.161
C  -3.308  2.742  -7.640
O  -2.047  2.486  -8.254
H  -2.516  3.910  -6.011
H  -4.137  3.256  -5.709
H  -2.715  2.204  -5.635
H  -3.743  3.589  -8.169
H  -3.962  1.875  -7.788
H  -1.652  1.731  -7.807

Properties
LUMO level = 2.345 eV
Total energy = -67162.3483 eV
E_HOMO = -5.98 eV
F_max = 1.9 eV/A
Net charge = -1